Entry 1:
DFT (ωB97M-V/def2-TZVPD) results for 2 unconnected molecules or ions with the total composition C6H14N2O2.

Output
* LUMO level: 0.0267 Eh
* strongest force on any atom: 0.107 hartree/bohr
* structure (SMILES): CN(C)C=O.CN(C)C=O
* 2S+1: 1
* E_HOMO: -0.3252 Eh
* gap between HOMO and LUMO: 9.58 eV
* energy above the lowest of the compared OMol25 structures with the same formula, charge and spin: 2.5869 eV

Last column: natural (NBO) charge in e.
Atoms and positions in Å:
C (4.4952, -0.2666, -0.0501)  -0.44
N (3.0469, -0.6493, -0.0574)  -0.42
C (2.7365, -1.9202, 0.5694)  -0.41
C (2.1531, 0.3306, -0.4643)  0.52
O (0.9570, -0.0471, -0.4104)  -0.63
H (4.7323, 0.0446, 0.9673)  0.19
H (4.7497, 0.6066, -0.6507)  0.21
H (5.3475, -0.9143, -0.2554)  0.22
H (1.7192, -1.9804, 0.9563)  0.24
H (2.9434, -2.7827, -0.0641)  0.20
H (3.3573, -1.9845, 1.4630)  0.19
H (2.7545, 1.2153, -0.7248)  0.14
C (-3.7423, 1.4750, 0.8791)  -0.41
N (-3.3764, 0.5535, -0.1929)  -0.42
C (-2.1706, 0.8672, -0.9758)  -0.42
C (-4.0325, -0.6039, -0.3625)  0.53
O (-3.6919, -1.5236, -1.0718)  -0.63
H (-3.8888, 2.4709, 0.4611)  0.19
H (-2.8929, 1.6001, 1.5508)  0.20
H (-4.6911, 1.2879, 1.3821)  0.22
H (-1.3428, 0.9737, -0.2748)  0.22
H (-1.9605, 0.0744, -1.6937)  0.25
H (-2.3502, 1.8767, -1.3456)  0.19
H (-4.8527, -0.7040, 0.3651)  0.09

=====

Entry 2:
DFT (ωB97M-V/def2-TZVPD) results for 2 unconnected molecules or ions with the total composition C6H14N2O2.

Output
* LUMO level: 0.0211 Eh
* strongest force on any atom: 0.084 hartree/bohr
* structure (SMILES): CNC(C)=O.CNC(C)=O
* 2S+1: 1
* E_HOMO: -0.3341 Eh
* gap between HOMO and LUMO: 9.67 eV
* energy above the lowest of the compared OMol25 structures with the same formula, charge and spin: 1.8448 eV

Last column: natural (NBO) charge in e.
Atoms and positions in Å:
C (2.3977, -0.6654, -0.2764)  -0.43
N (1.5768, 0.5129, -0.3795)  -0.62
C (2.1741, 1.6753, -0.2262)  0.65
C (1.3685, 2.8890, -0.5324)  -0.70
O (3.3903, 1.8306, 0.0972)  -0.68
H (1.9664, -1.3174, 0.4917)  0.19
H (2.5400, -1.0669, -1.2518)  0.20
H (3.4664, -0.4092, 0.2479)  0.25
H (0.6043, 0.4931, -0.7279)  0.44
H (0.3682, 2.8174, -0.8005)  0.21
H (1.5744, 3.5699, 0.4346)  0.24
H (1.8831, 3.3377, -1.4146)  0.24
C (-1.6348, 0.5679, 1.1749)  -0.42
N (-2.2724, -0.7590, 0.8602)  -0.61
C (-1.8266, -1.4304, -0.2331)  0.66
C (-2.1609, -2.8600, -0.4130)  -0.70
O (-1.1391, -0.7898, -1.0197)  -0.67
H (-1.8544, 1.1715, 0.2947)  0.23
H (-2.2070, 0.9557, 1.9776)  0.20
H (-0.6786, 0.5893, 1.6195)  0.21
H (-2.7372, -1.3274, 1.5916)  0.39
H (-2.6882, -3.3236, 0.5117)  0.21
H (-2.7716, -3.0167, -1.3997)  0.25
H (-1.3394, -3.4447, -0.6270)  0.25